1.
Here is a molecular structure, C32H80AuGe2NSbSi6 from the OMol25 dataset. Energies are from the ωB97M-V functional and the def2-TZVPD basis.

XYZ file:
```
123
Properties=species:S:1:pos:R:3:lowdin_charge:R:1
Au -1.197 -0.164 -0.158 0.401
C -2.902 3.573 0.023 -0.220
Si -2.421 3.621 1.830 0.366
C -3.789 4.434 2.814 -0.201
C -0.806 4.551 2.055 -0.197
Ge -2.319 1.452 2.940 0.870
Si -1.806 1.923 5.303 0.387
C -0.574 3.314 5.467 -0.198
C -1.274 0.404 6.269 -0.197
C -3.504 2.466 5.886 -0.196
Si -3.946 -0.355 2.911 0.352
C -3.738 -1.340 4.480 -0.197
C -3.956 -1.513 1.440 -0.216
C -5.482 0.719 2.987 -0.196
H -2.564 4.504 -0.440 0.051
H -3.985 3.529 -0.078 0.028
H -2.476 2.734 -0.529 -0.029
H -4.000 5.398 2.340 0.059
H -3.497 4.644 3.843 0.028
H -4.721 3.866 2.819 0.035
H -0.262 4.642 1.112 0.033
H -0.136 4.130 2.804 0.004
H -1.048 5.566 2.381 0.058
H 0.410 3.078 5.060 0.018
H -0.444 3.514 6.535 0.056
H -0.929 4.238 5.008 0.030
H -0.342 0.606 6.802 0.046
H -1.132 -0.493 5.671 -0.003
H -2.032 0.174 7.021 0.048
H -4.027 3.161 5.229 0.009
H -3.364 2.977 6.844 0.060
H -4.155 1.610 6.070 0.034
H -2.775 -1.847 4.553 0.021
H -4.516 -2.109 4.514 0.057
H -3.858 -0.719 5.368 0.027
H -3.184 -2.275 1.546 -0.012
H -3.825 -1.031 0.476 -0.041
H -4.921 -2.030 1.430 0.063
H -5.397 1.520 3.724 0.022
H -6.336 0.107 3.292 0.059
H -5.719 1.168 2.021 0.020
C 1.846 0.558 3.860 0.008
C 1.652 1.600 2.965 -0.019
C 0.614 1.518 2.060 -0.185
N -0.222 0.460 1.990 -0.136
C -0.026 -0.542 2.874 -0.212
C 0.983 -0.528 3.814 -0.047
H 2.650 0.595 4.584 0.139
H 2.294 2.470 2.966 0.136
H 0.432 2.315 1.360 0.069
H -0.717 -1.372 2.809 0.083
H 1.086 -1.355 4.503 0.132
C -1.050 -4.171 2.566 -0.130
C -0.879 -4.419 1.076 -0.534
C -2.111 -5.044 0.439 -0.122
Sb -0.166 -2.715 -0.060 1.528
C 1.951 -2.688 0.417 -0.528
C 2.326 -3.234 1.787 -0.114
C 2.543 -1.309 0.150 -0.135
C -0.080 -3.572 -2.020 -0.541
C 1.124 -3.062 -2.793 -0.126
C -1.389 -3.351 -2.763 -0.169
H -1.276 -5.117 3.063 0.103
H -1.885 -3.501 2.776 0.049
H -0.149 -3.774 3.031 0.057
H -0.021 -5.084 0.931 0.096
H -2.982 -4.388 0.512 0.071
H -2.356 -5.971 0.961 0.100
H -1.956 -5.300 -0.610 0.065
H 2.325 -3.387 -0.334 0.078
H 1.889 -2.659 2.601 0.042
H 3.411 -3.180 1.902 0.100
H 2.043 -4.278 1.912 0.080
H 2.199 -0.584 0.891 0.050
H 2.283 -0.931 -0.842 0.056
H 3.633 -1.348 0.209 0.098
H 0.040 -4.640 -1.806 0.106
H 1.071 -1.981 -2.929 0.052
H 1.146 -3.522 -3.783 0.099
H 2.076 -3.288 -2.314 0.072
H -1.532 -2.284 -2.980 -0.033
H -2.263 -3.693 -2.204 0.065
H -1.372 -3.875 -3.720 0.101
C 0.699 2.467 -1.287 -0.218
Si -0.147 1.820 -2.813 0.391
C -1.402 3.068 -3.430 -0.189
C 1.117 1.324 -4.073 -0.185
Ge -1.988 0.105 -2.471 0.711
Si -1.984 -0.465 -4.987 0.417
C -3.368 -1.694 -5.233 -0.195
C -2.302 1.114 -5.914 -0.192
C -0.405 -1.290 -5.547 -0.191
Si -4.501 0.067 -2.265 0.401
C -5.052 0.943 -0.700 -0.228
C -5.134 1.112 -3.671 -0.196
C -4.978 -1.739 -2.298 -0.189
H 1.365 3.284 -1.582 0.064
H 1.297 1.722 -0.763 0.019
H -0.057 2.881 -0.618 -0.006
H -0.907 3.695 -4.178 0.070
H -1.725 3.707 -2.610 0.025
H -2.290 2.657 -3.910 -0.005
H 1.781 2.192 -4.161 0.063
H 0.717 1.113 -5.062 0.021
H 1.733 0.482 -3.756 0.039
H -4.379 -1.347 -5.037 0.019
H -3.198 -2.617 -4.680 0.024
H -3.319 -1.953 -6.298 0.065
H -3.202 1.651 -5.617 0.024
H -2.453 0.786 -6.949 0.067
H -1.458 1.802 -5.920 0.034
H -0.630 -2.330 -5.793 0.049
H 0.406 -1.281 -4.831 -0.006
H -0.039 -0.809 -6.458 0.059
H -5.284 1.981 -0.940 0.036
H -4.327 0.940 0.111 -0.024
H -5.976 0.479 -0.342 0.058
H -4.696 2.111 -3.649 0.039
H -6.203 1.238 -3.459 0.064
H -5.042 0.704 -4.673 0.024
H -5.408 -2.022 -1.338 0.034
H -4.147 -2.412 -2.513 0.003
H -5.737 -1.905 -3.066 0.057
```

Output
Net charge: +3
Frontier orbital gap in eV: 5.999

=====

2.
Here is a molecular structure, C32H80AuGe2NSbSi6 from the OMol25 dataset. Energies are from the ωB97M-V functional and the def2-TZVPD basis.

XYZ file:
```
123
Properties=species:S:1:pos:R:3:lowdin_charge:R:1
Au 0.264 -0.383 -0.080 0.385
C 2.902 1.503 2.138 -0.225
Si 1.790 0.851 3.487 0.355
C 1.750 2.063 4.903 -0.203
C 2.404 -0.823 4.064 -0.197
Ge -0.606 0.658 2.959 0.861
Si -1.642 -0.120 5.048 0.371
C -0.495 -1.270 5.957 -0.196
C -3.359 -0.856 4.898 -0.197
C -1.780 1.541 5.913 -0.203
Si -2.301 2.046 1.873 0.336
C -3.975 1.370 2.321 -0.198
C -2.233 2.217 0.017 -0.216
C -1.951 3.634 2.790 -0.185
H 3.900 1.094 2.319 0.046
H 2.981 2.589 2.181 0.035
H 2.582 1.208 1.137 -0.041
H 2.792 2.248 5.183 0.060
H 1.243 1.671 5.785 0.028
H 1.310 3.027 4.641 0.043
H 3.240 -1.161 3.448 0.039
H 1.653 -1.609 4.090 -0.008
H 2.781 -0.713 5.084 0.056
H -0.289 -2.182 5.395 0.018
H -0.988 -1.565 6.888 0.057
H 0.455 -0.805 6.221 0.029
H -3.413 -1.759 5.510 0.050
H -3.675 -1.116 3.890 -0.001
H -4.089 -0.150 5.296 0.046
H -0.955 2.235 5.756 0.009
H -1.830 1.348 6.989 0.061
H -2.709 2.041 5.632 0.039
H -4.167 0.372 1.924 0.017
H -4.720 2.037 1.875 0.061
H -4.156 1.356 3.395 0.027
H -2.703 1.344 -0.436 -0.020
H -1.230 2.302 -0.394 -0.031
H -2.810 3.099 -0.276 0.065
H -1.719 3.490 3.847 0.018
H -2.862 4.239 2.747 0.061
H -1.146 4.213 2.337 0.029
C -1.297 -3.968 3.166 0.000
C 0.047 -3.757 2.897 -0.017
C 0.411 -2.671 2.123 -0.164
N -0.487 -1.822 1.594 -0.103
C -1.784 -2.026 1.871 -0.230
C -2.226 -3.078 2.650 -0.049
H -1.615 -4.812 3.765 0.136
H 0.811 -4.424 3.274 0.134
H 1.448 -2.484 1.894 0.074
H -2.484 -1.336 1.410 0.083
H -3.284 -3.203 2.835 0.129
C -4.925 -0.987 -1.155 -0.132
C -3.932 -0.903 -2.310 -0.537
C -4.010 0.461 -2.988 -0.124
Sb -1.907 -1.436 -1.698 1.512
C -2.005 -3.603 -1.675 -0.540
C -3.166 -4.152 -0.849 -0.123
C -0.668 -4.175 -1.213 -0.139
C -1.165 -1.233 -3.728 -0.540
C -0.274 -2.372 -4.207 -0.120
C -0.518 0.111 -3.955 -0.184
H -5.933 -0.780 -1.520 0.097
H -4.701 -0.231 -0.396 0.055
H -4.942 -1.962 -0.672 0.057
H -4.145 -1.677 -3.053 0.100
H -3.817 1.279 -2.294 0.062
H -5.024 0.603 -3.370 0.100
H -3.336 0.561 -3.838 0.059
H -2.187 -3.874 -2.716 0.085
H -3.172 -3.771 0.172 0.047
H -3.084 -5.240 -0.787 0.095
H -4.131 -3.928 -1.303 0.073
H -0.505 -3.972 -0.153 0.050
H 0.182 -3.774 -1.770 0.050
H -0.665 -5.260 -1.337 0.098
H -2.097 -1.236 -4.302 0.095
H 0.660 -2.409 -3.634 0.057
H -0.016 -2.239 -5.260 0.096
H -0.752 -3.344 -4.114 0.070
H 0.410 0.140 -3.341 -0.067
H -1.135 0.955 -3.647 0.063
H -0.192 0.246 -4.987 0.092
C 3.142 -2.129 -0.007 -0.227
Si 3.556 -0.997 -1.419 0.391
C 4.736 0.323 -0.818 -0.188
C 4.099 -1.996 -2.874 -0.184
Ge 1.719 0.721 -1.755 0.740
Si 2.862 1.192 -4.233 0.509
C 1.900 2.574 -5.000 -0.188
C 4.643 1.622 -3.974 -0.180
C 2.624 -0.354 -5.246 -0.192
Si 1.351 3.222 -1.517 0.405
C 0.980 3.565 0.286 -0.226
C 2.996 4.030 -1.856 -0.197
C -0.041 3.733 -2.648 -0.188
H 4.049 -2.680 0.263 0.066
H 2.375 -2.862 -0.264 0.031
H 2.831 -1.541 0.859 -0.011
H 5.753 -0.020 -1.042 0.070
H 4.664 0.434 0.263 0.021
H 4.634 1.302 -1.283 0.000
H 4.939 -2.592 -2.499 0.067
H 4.461 -1.438 -3.730 0.012
H 3.334 -2.704 -3.196 0.046
H 1.996 3.543 -4.523 0.017
H 0.850 2.352 -5.174 0.035
H 2.369 2.665 -5.990 0.071
H 4.846 2.399 -3.241 0.025
H 4.960 2.016 -4.948 0.069
H 5.263 0.752 -3.760 0.038
H 2.031 -0.102 -6.128 0.057
H 2.131 -1.173 -4.731 0.000
H 3.593 -0.709 -5.602 0.055
H 1.901 3.823 0.806 0.031
H 0.490 2.753 0.821 -0.032
H 0.327 4.443 0.321 0.056
H 3.830 3.511 -1.380 0.031
H 2.945 5.019 -1.388 0.062
H 3.227 4.192 -2.906 0.028
H -0.880 4.085 -2.045 0.038
H -0.411 2.953 -3.308 0.006
H 0.287 4.571 -3.267 0.057
```

Output
Net charge: +3
Frontier orbital gap (alpha / beta) in eV: 5.688 / 5.687

=====

Verdict on stability: 2 comes out at the bottom.